Formula: C3H7N3O2
Source: the OMol25 dataset
Level of theory: ωB97M-V/def2-TZVPD

Results
ΔE to the lowest compared entry with this formula, charge and spin: 799.19 kJ/mol
frontier orbital gap: 10.2 eV
energy: -11783.030 eV
HOMO level: -0.3452 Ha

```
! RIJCOSX wB97M-V def2-TZVPD def2/J DEFGRID3
* xyz 0 1
C -1.485 -0.118 0.499
C -0.100 0.101 0.681
C 2.318 -0.197 -0.250
H -2.808 0.140 -0.979
H -1.756 -1.043 -1.382
H -2.297 -0.966 1.033
H -1.982 0.660 1.167
H 0.345 0.029 1.808
H 1.888 1.644 -1.127
H 3.490 -0.136 -0.227
N -1.846 -0.023 -0.957
N 1.793 1.143 -0.212
N 1.846 -1.373 -0.016
O 0.245 1.228 0.079
O 0.350 -1.089 -0.117
*
```

Löwdin atomic charge list, values in e, 8 entries: -0.260, -0.497, -0.236, 0.026, 0.128, 0.191, 0.124, 0.204

---

Formula: C3H7N3O2
Source: the OMol25 dataset
Level of theory: ωB97M-V/def2-TZVPD

Results
ΔE to the lowest compared entry with this formula, charge and spin: 591.52 kJ/mol
frontier orbital gap: 9.0 eV
energy: -11785.182 eV
HOMO level: -0.3142 Ha

```
! RIJCOSX wB97M-V def2-TZVPD def2/J DEFGRID3
* xyz 0 1
N 0.210 -0.662 -0.826
C 1.026 0.130 0.371
C -1.317 0.244 0.219
N 1.553 -0.919 1.206
N -2.425 0.276 -0.470
C -0.363 0.716 0.946
O 0.288 0.106 -2.020
O 1.825 1.020 -0.048
H 1.005 0.746 -1.774
H 0.756 -1.514 -0.965
H 2.378 -0.582 1.687
H 0.882 -1.345 1.833
H -2.420 0.829 -1.321
H -2.990 -0.563 -0.507
H -0.408 1.518 1.668
*
```

Löwdin atomic charge list, values in e, 8 entries: -0.043, -0.736, -0.106, 0.103, 0.147, 0.073, -0.085, -0.088